# C18H23N2O4S2Tc

A molecular structure, C18H23N2O4S2Tc in a non-equilibrium geometry (the ωB97M-V functional and the def2-TZVPD basis, OMol25).

Last column: Löwdin charge in e.
Geometry (Å):
1 Tc -0.49 -0.59 0.53  1.38
2 C -1.03 1.09 2.07  -0.23
3 C -1.94 0.00 2.20  -0.26
4 C -1.19 -1.15 2.58  -0.31
5 C 0.21 -0.81 2.57  -0.33
6 C 0.30 0.58 2.22  -0.30
7 C 1.54 1.41 2.17  -0.01
8 C 1.34 -1.69 2.98  -0.01
9 C -1.78 -2.42 3.10  -0.03
10 C -3.42 0.06 2.03  0.00
11 C -1.40 2.51 1.85  0.01
12 H 1.47 2.18 1.40  0.09
13 H 2.42 0.80 1.98  0.08
14 H 1.68 1.91 3.13  0.11
15 H 1.09 -2.74 2.82  0.07
16 H 1.56 -1.55 4.04  0.11
17 H 2.24 -1.47 2.42  0.08
18 H -1.96 -2.30 4.17  0.11
19 H -1.10 -3.26 2.97  0.07
20 H -2.72 -2.67 2.61  0.07
21 H -3.83 -0.92 1.80  0.08
22 H -3.70 0.74 1.22  0.09
23 H -3.89 0.43 2.94  0.11
24 H -0.87 3.13 2.58  0.11
25 H -2.47 2.67 1.97  0.09
26 H -1.11 2.86 0.85  0.09
27 S -0.47 -2.91 0.14  0.69
28 C -2.14 -3.15 0.09  -0.76
29 N -3.28 -3.31 0.06  0.10
30 C 3.59 -0.78 -1.62  -0.20
31 S 2.18 0.24 -1.23  1.02
32 O 1.18 -0.83 -0.73  -0.70
33 C 1.62 0.66 -2.85  -0.42
34 C 1.01 -0.31 -3.64  -0.07
35 C 0.56 0.05 -4.90  -0.04
36 C 0.72 1.36 -5.35  -0.05
37 C 1.32 2.31 -4.54  -0.05
38 C 1.77 1.97 -3.28  -0.07
39 H 3.27 -1.59 -2.27  0.07
40 H 3.99 -1.16 -0.69  0.06
41 H 4.32 -0.14 -2.12  0.08
42 H 0.87 -1.32 -3.27  0.12
43 H 0.07 -0.68 -5.53  0.12
44 H 0.36 1.64 -6.33  0.12
45 H 1.43 3.33 -4.89  0.12
46 H 2.22 2.71 -2.63  0.12
47 O -1.77 1.48 -2.35  0.19
48 N -1.41 0.80 -1.45  -0.48
49 O -0.53 1.21 -0.58  -0.16
50 O -1.81 -0.38 -1.20  -0.07

Summary:
- Total energy: -54069.8087 eV
- Multiplicity: 2
- Charge: +1
- HOMO level (alpha / beta): -11.84 / -11.92 eV



# C18H23N3O2S

A single C18H23N3O2S molecule (the ωB97M-V functional and the def2-TZVPD basis, OMol25).

Last column: Löwdin charge in e.
Geometry (Å):
1 C 0.77 3.64 -6.40  -0.10
2 C 0.76 2.91 -5.06  -0.24
3 C 0.24 1.48 -5.23  -0.20
4 N 0.21 0.77 -3.96  0.00
5 C 1.35 0.13 -3.55  -0.78
6 S 2.75 0.10 -4.41  0.69
7 N 1.30 -0.53 -2.36  0.08
8 C 0.20 -0.58 -1.55  -0.16
9 C 0.21 -1.27 -0.34  0.06
10 C -0.92 -1.29 0.46  -0.14
11 C -0.93 -2.13 1.70  -0.43
12 O -0.96 -3.35 1.60  0.08
13 N -0.96 -1.49 2.88  -0.05
14 C -0.77 -0.06 3.03  -0.15
15 C 0.54 0.31 3.72  -0.17
16 C 0.55 -0.01 5.21  -0.21
17 C 0.97 -1.44 5.57  -0.20
18 C 0.44 -2.53 4.64  -0.17
19 C -0.97 -2.28 4.10  -0.13
20 C -2.08 -0.63 0.04  -0.02
21 C -2.10 0.05 -1.15  0.02
22 C -0.96 0.09 -1.96  -0.06
23 C -0.97 0.82 -3.23  -0.36
24 O -1.93 1.44 -3.64  0.10
25 H 1.14 4.65 -6.27  0.07
26 H 1.41 3.13 -7.11  0.08
27 H -0.24 3.69 -6.81  0.07
28 H 1.77 2.87 -4.66  0.09
29 H 0.12 3.44 -4.35  0.11
30 H -0.79 1.51 -5.60  0.13
31 H 0.87 0.93 -5.92  0.09
32 H 2.15 -1.01 -2.09  0.13
33 H 1.10 -1.80 -0.03  0.13
34 H -0.80 0.40 2.04  0.11
35 H -1.61 0.34 3.62  0.13
36 H 0.68 1.39 3.58  0.11
37 H 1.37 -0.19 3.22  0.12
38 H 1.23 0.68 5.72  0.11
39 H -0.45 0.20 5.61  0.10
40 H 2.06 -1.50 5.57  0.11
41 H 0.64 -1.64 6.59  0.11
42 H 1.10 -2.65 3.78  0.11
43 H 0.45 -3.48 5.18  0.11
44 H -1.60 -1.78 4.84  0.13
45 H -1.43 -3.24 3.83  0.12
46 H -2.97 -0.67 0.66  0.13
47 H -2.98 0.57 -1.50  0.12

Summary:
- Total energy: -38441.9743 eV
- SMILES string: CCCn1c(=S)[nH]c2cc(C(=O)N3CCCCCC3)ccc2c1=O
- HOMO level: -8.53 eV